Entry 1:
# C11H26BClN4O6PS2

A cluster of 3 separate species, C11H26BClN4O6PS2 in total (ωB97M-V with the def2-TZVPD basis set, the OMol25 dataset).

Net charge ... +1
Molar mass ... 451.7 g/mol
Total energy ... -74230.21734 eV
HOMO-LUMO gap ... 9.441 eV
E_HOMO ... -12.158 eV
Spin multiplicity ... 1
Lowest unoccupied orbital energy ... -2.717 eV

The geometry in XYZ format:
```
52
C11H26BClN4O6PS2, DFT ωB97M-V with the def2-TZVPD basis set
N 4.72358 0.08057 4.94249
B 4.44078 1.09650 3.92389
O 5.29403 1.52846 2.97103
N 3.06160 1.68706 3.83942
C 2.36870 1.50679 5.01476
N 2.55357 2.34459 6.02032
N 1.51058 0.49407 4.99100
C 1.62672 -0.17060 3.67657
C 2.15837 1.00913 2.86124
P 0.85007 2.26806 2.17150
O 0.98771 3.49680 3.22297
Cl -0.89141 1.40843 2.83571
H 5.35637 -0.61600 4.55914
H 5.19159 0.43712 5.77017
H 6.21223 1.29426 3.14281
H 2.16619 2.17160 6.93283
H 3.06905 3.18973 5.83861
H 1.33489 -0.04461 5.82618
H 2.31841 -1.01178 3.74296
H 0.68228 -0.54497 3.31800
H 2.67008 0.71465 1.94579
H 0.49480 3.37029 4.04399
C -1.80647 -2.92883 -1.09599
C -1.44009 -1.44552 -1.26811
C -1.01201 -0.93362 0.11272
S -0.34712 -2.34652 0.99156
O -1.16593 -2.60872 2.15012
O 1.08188 -2.16899 1.16969
C -0.67814 -3.55698 -0.27876
H -1.92238 -3.42801 -2.05586
H -2.75084 -3.01891 -0.55598
H -0.61091 -1.35228 -1.97230
H -2.26651 -0.86981 -1.66646
H -0.23051 -0.17838 0.05852
H -1.85143 -0.55164 0.68922
H -0.92870 -4.50274 0.19585
H 0.23206 -3.66210 -0.86855
C -3.29751 1.62028 -6.34017
C -2.11823 0.79784 -6.87821
C -1.59048 -0.05572 -5.71797
S -2.99834 -0.34498 -4.63333
O -2.74609 0.31256 -3.37090
O -3.36742 -1.73638 -4.65846
C -4.16864 0.64131 -5.55990
H -3.85969 2.09532 -7.14170
H -2.93355 2.40531 -5.67442
H -2.46216 0.15015 -7.68595
H -1.33210 1.43377 -7.28064
H -1.20675 -1.02088 -6.03808
H -0.83749 0.46884 -5.13323
H -4.85719 1.11146 -4.86222
H -4.70743 -0.03595 -6.22186
```



Entry 2:
# C11H26Cl2DyNP

A structure of composition C11H26Cl2DyNP at a distorted geometry (ωB97M-V with the def2-TZVPD basis set, the OMol25 dataset).

Net charge ... -1
Molar mass ... 436.7 g/mol
Total energy ... -71737.61845 eV
HOMO-LUMO gap (alpha / beta) ... 5.415 / 5.381 eV
E_HOMO (alpha / beta) ... -2.984 / -2.948 eV
Spin multiplicity ... 6
Lowest unoccupied orbital energy (alpha / beta) ... 2.431 / 2.433 eV
<S²> ... 9.34

The geometry in XYZ format:
```
42
C11H26Cl2DyNP, DFT ωB97M-V with the def2-TZVPD basis set
Dy -1.31607 -2.98738 2.90347
Cl -1.11866 -0.61081 2.17373
Cl 0.77109 -4.26428 2.67330
H -2.30738 -3.78240 1.48873
H -3.28392 -2.61719 2.98161
P 0.41575 1.08484 -0.97831
C -0.06599 2.77018 -0.31747
C 2.20585 1.26806 -1.49727
C -0.57720 0.99305 -2.55924
C -0.04301 2.74370 1.21680
H -1.11831 2.85010 -0.64382
C 0.70671 3.97206 -0.86159
H 1.75340 3.97465 -0.52992
H 0.23195 4.87884 -0.46200
H 0.67989 4.04450 -1.95467
H -0.64391 1.91277 1.60438
H -0.45707 3.68560 1.59976
H 0.97658 2.63443 1.60980
H -1.56114 1.36090 -2.21669
C -0.74718 -0.47063 -2.99833
C -0.11028 1.88433 -3.70823
H -0.11520 2.94890 -3.44812
H -0.81506 1.75179 -4.54076
H 0.88843 1.60961 -4.07297
H -1.12095 -1.08805 -2.17244
H 0.19258 -0.90503 -3.36270
H -1.47883 -0.51659 -3.81503
C 3.08693 1.42694 -0.25082
H 2.25573 2.18343 -2.11094
C 2.67345 0.06586 -2.32563
H 2.84704 2.31625 0.34478
H 4.13733 1.51001 -0.56036
H 2.99715 0.54332 0.39729
H 2.49818 -0.87340 -1.78164
H 3.75428 0.15179 -2.50187
H 2.18740 -0.00194 -3.30622
C -3.23853 -6.41609 5.96868
C -2.74162 -5.40806 5.04754
N -2.30546 -4.59872 4.34217
H -3.14006 -7.41482 5.52729
H -4.29369 -6.22767 6.19766
H -2.66019 -6.38285 6.90005
```



Entry 3:
# C11H26Cl2NOP2Yb

A structure of composition C11H26Cl2NOP2Yb at a distorted geometry (ωB97M-V with the def2-TZVPD basis set, the OMol25 dataset).

Net charge ... +2
Molar mass ... 494.2 g/mol
Total energy ... -90503.69903 eV
HOMO-LUMO gap (alpha / beta) ... 7.095 / 5.137 eV
E_HOMO (alpha / beta) ... -14.801 / -14.788 eV
Spin multiplicity ... 2
Lowest unoccupied orbital energy (alpha / beta) ... -7.706 / -9.651 eV
<S²> ... 0.75

The geometry in XYZ format:
```
44
C11H26Cl2NOP2Yb, DFT ωB97M-V with the def2-TZVPD basis set
C -3.98682 0.00554 -2.34396
C -2.70808 -0.04308 -1.55540
H -3.69293 -0.09764 -3.37885
H -4.32406 1.06117 -2.23162
H -4.71369 -0.71824 -1.98409
O -1.69291 0.52530 -1.93626
Cl -2.94734 -0.90722 -0.05060
Yb 0.50738 -0.94769 2.31911
P -1.08851 1.63283 0.88565
C -0.23423 3.18680 0.45145
C -2.79688 2.31088 0.73470
H -2.87819 3.23665 1.31405
H -1.33379 2.58119 3.07444
H -3.54232 1.58950 1.09925
H -1.77020 0.84886 3.10331
H -0.42917 3.37335 -0.61860
H -2.99393 2.52893 -0.32316
C -1.04362 1.59037 2.72534
H -0.62818 4.02241 1.05695
H -0.03145 1.35946 3.12972
H 0.84232 3.06858 0.59020
P 0.09784 -2.09872 -0.77612
C 1.51016 -2.55218 -1.85673
C 0.35156 -3.25005 0.65495
H -2.09209 -3.17084 -1.11277
H -0.76430 -4.09335 -1.87859
H -1.37588 -2.59065 -2.63805
C -1.15897 -3.09100 -1.68174
H -0.50727 -3.22905 1.35879
H 0.41341 -4.26832 0.22316
H 1.53524 -3.64717 -1.98680
H 2.43822 -2.17920 -1.41669
H 1.28302 -3.01439 1.18947
H 1.36814 -2.06122 -2.84168
Cl 1.47306 -0.35725 4.48364
C 5.04425 1.11825 0.58843
C 3.76907 1.27302 -0.26961
C 2.67405 0.55132 0.28948
N 1.82321 -0.03779 0.85413
H 4.85242 1.41728 1.60706
H 5.87479 1.71078 0.21849
H 5.36654 0.08026 0.58763
H 3.52984 2.35186 -0.35876
H 3.98028 0.93045 -1.29936
```



Entry 4:
# C11H26EuO3S5

A structure of composition C11H26EuO3S5 at a distorted geometry (ωB97M-V with the def2-TZVPD basis set, the OMol25 dataset).

Net charge ... +1
Molar mass ... 518.6 g/mol
Total energy ... -91463.37645 eV
HOMO-LUMO gap (alpha / beta) ... 4.157 / 6.270 eV
E_HOMO (alpha / beta) ... -7.023 / -9.278 eV
Spin multiplicity ... 7
Lowest unoccupied orbital energy (alpha / beta) ... -2.867 / -3.008 eV
<S²> ... 12.02

The geometry in XYZ format:
```
46
C11H26EuO3S5, DFT ωB97M-V with the def2-TZVPD basis set
Eu 0.30617 -0.24202 -0.51823
C -1.32610 -1.14208 3.13128
C -2.57773 -0.84033 2.33029
S -2.44996 0.08931 0.74703
C -2.16513 1.86615 1.09806
C -1.85257 2.61543 -0.27346
S -0.10672 2.60941 -0.83179
C 0.87672 3.52240 0.37968
C 2.32669 3.08545 0.50178
S 2.58687 1.36035 1.18284
C 1.71267 1.21475 2.73934
C 1.26483 -0.21486 3.20226
S 0.25518 -1.30779 2.12180
H -1.42615 -2.09813 3.63448
H -1.08169 -0.39379 3.83039
H -3.35032 -0.38674 2.93998
H -2.88632 -1.78872 1.89836
H -1.34700 1.96925 1.79965
H -3.10812 2.24553 1.49082
H -2.24321 3.66160 -0.23712
H -2.36897 2.12697 -1.15295
H 0.38485 3.47074 1.36745
H 0.83720 4.51891 -0.00741
H 2.92316 3.77180 1.09753
H 2.81893 2.98730 -0.47313
H 0.86285 1.92222 2.75552
H 2.42969 1.50297 3.48766
H 0.74271 -0.19010 4.17835
H 2.19210 -0.79150 3.23339
C -3.93662 -2.32496 -2.92180
O -4.35867 -3.43875 -3.77125
H -4.82653 -2.10895 -2.35478
H -3.61337 -1.42898 -3.48357
H -3.06430 -2.52073 -2.23799
H -3.66028 -3.40167 -4.51627
O 3.31968 -3.43568 -1.59692
C 3.83182 -0.97965 -1.73854
S 2.53942 -2.31276 -1.80680
C 1.71578 -2.08019 -3.50468
O 0.95815 -2.45355 -1.23626
H 3.36186 -0.06811 -2.12104
H 4.61541 -1.55010 -2.14511
H 4.01487 -0.96452 -0.66158
H 2.54511 -2.26316 -4.17651
H 1.40596 -1.03473 -3.61257
H 0.92110 -2.77800 -3.76819
```



Entry 5:
# C11H26IN4SbSe4Tc

A structure of composition C11H26IN4SbSe4Tc at a distorted geometry (ωB97M-V with the def2-TZVPD basis set, the OMol25 dataset).

Net charge ... +3
Molar mass ... 876.9 g/mol
Total energy ... -295983.55413 eV
HOMO-LUMO gap ... 6.473 eV
E_HOMO ... -17.524 eV
Spin multiplicity ... 1
Lowest unoccupied orbital energy ... -11.051 eV

The geometry in XYZ format:
```
48
C11H26IN4SbSe4Tc, DFT ωB97M-V with the def2-TZVPD basis set
Tc 10.79200 -4.15050 7.46870
C 8.59510 -1.87842 6.11955
C 10.01557 -1.92128 5.56856
N 10.53430 -3.30524 5.49637
C 9.82492 -4.30443 4.65337
C 8.79456 -5.10073 5.52069
N 9.38875 -5.61079 6.79731
C 8.34937 -6.01293 7.78013
C 8.86880 -6.46758 9.15931
C 10.33345 -6.31958 9.55955
N 10.90768 -4.96672 9.39900
C 10.37945 -3.92062 10.32822
C 9.17574 -3.19725 9.69007
N 9.57862 -2.64413 8.34688
C 8.41938 -2.06592 7.62547
H 7.92296 -2.55378 5.59269
H 8.14876 -0.89712 5.87212
H 10.66818 -1.35389 6.23859
H 10.03228 -1.38551 4.60752
H 11.46524 -3.19987 5.09628
H 10.57652 -4.98860 4.23235
H 9.27367 -3.88847 3.80354
H 8.36672 -5.91471 4.94360
H 7.95950 -4.45104 5.76101
H 9.96683 -6.45022 6.56484
H 7.67846 -6.76407 7.37798
H 7.70106 -5.12948 7.89773
H 8.63584 -7.55843 9.21315
H 8.22766 -5.99876 9.91734
H 10.91567 -6.98695 8.92301
H 10.39702 -6.69049 10.57293
H 11.90427 -5.06360 9.68598
H 11.17826 -3.21013 10.58782
H 10.04582 -4.27437 11.29388
H 8.82174 -2.43851 10.37402
H 8.32744 -3.87463 9.58276
H 10.20579 -1.83528 8.53388
H 8.11850 -1.11102 8.08270
H 7.58151 -2.73421 7.84993
Se 15.88460 -7.81974 6.17986
Sb 14.01268 -9.32529 5.17956
Se 13.51038 -6.89122 6.85946
Se 12.79187 -7.23119 4.39700
Se 12.68561 -9.26013 7.42706
I 13.99953 -3.50302 5.94756
C 12.70584 -3.73718 7.74856
H 12.70647 -2.66209 8.01765
H 13.33993 -4.26779 8.48890
```



Repeat the fifth record exactly.
# C11H26IN4SbSe4Tc

A structure of composition C11H26IN4SbSe4Tc at a distorted geometry (ωB97M-V with the def2-TZVPD basis set, the OMol25 dataset).

Net charge ... +3
Molar mass ... 876.9 g/mol
Total energy ... -295983.55413 eV
HOMO-LUMO gap ... 6.473 eV
E_HOMO ... -17.524 eV
Spin multiplicity ... 1
Lowest unoccupied orbital energy ... -11.051 eV

The geometry in XYZ format:
```
48
C11H26IN4SbSe4Tc, DFT ωB97M-V with the def2-TZVPD basis set
Tc 10.79200 -4.15050 7.46870
C 8.59510 -1.87842 6.11955
C 10.01557 -1.92128 5.56856
N 10.53430 -3.30524 5.49637
C 9.82492 -4.30443 4.65337
C 8.79456 -5.10073 5.52069
N 9.38875 -5.61079 6.79731
C 8.34937 -6.01293 7.78013
C 8.86880 -6.46758 9.15931
C 10.33345 -6.31958 9.55955
N 10.90768 -4.96672 9.39900
C 10.37945 -3.92062 10.32822
C 9.17574 -3.19725 9.69007
N 9.57862 -2.64413 8.34688
C 8.41938 -2.06592 7.62547
H 7.92296 -2.55378 5.59269
H 8.14876 -0.89712 5.87212
H 10.66818 -1.35389 6.23859
H 10.03228 -1.38551 4.60752
H 11.46524 -3.19987 5.09628
H 10.57652 -4.98860 4.23235
H 9.27367 -3.88847 3.80354
H 8.36672 -5.91471 4.94360
H 7.95950 -4.45104 5.76101
H 9.96683 -6.45022 6.56484
H 7.67846 -6.76407 7.37798
H 7.70106 -5.12948 7.89773
H 8.63584 -7.55843 9.21315
H 8.22766 -5.99876 9.91734
H 10.91567 -6.98695 8.92301
H 10.39702 -6.69049 10.57293
H 11.90427 -5.06360 9.68598
H 11.17826 -3.21013 10.58782
H 10.04582 -4.27437 11.29388
H 8.82174 -2.43851 10.37402
H 8.32744 -3.87463 9.58276
H 10.20579 -1.83528 8.53388
H 8.11850 -1.11102 8.08270
H 7.58151 -2.73421 7.84993
Se 15.88460 -7.81974 6.17986
Sb 14.01268 -9.32529 5.17956
Se 13.51038 -6.89122 6.85946
Se 12.79187 -7.23119 4.39700
Se 12.68561 -9.26013 7.42706
I 13.99953 -3.50302 5.94756
C 12.70584 -3.73718 7.74856
H 12.70647 -2.66209 8.01765
H 13.33993 -4.26779 8.48890
```



Repeat the fourth record exactly.
# C11H26EuO3S5

A structure of composition C11H26EuO3S5 at a distorted geometry (ωB97M-V with the def2-TZVPD basis set, the OMol25 dataset).

Net charge ... +1
Molar mass ... 518.6 g/mol
Total energy ... -91463.37645 eV
HOMO-LUMO gap (alpha / beta) ... 4.157 / 6.270 eV
E_HOMO (alpha / beta) ... -7.023 / -9.278 eV
Spin multiplicity ... 7
Lowest unoccupied orbital energy (alpha / beta) ... -2.867 / -3.008 eV
<S²> ... 12.02

The geometry in XYZ format:
```
46
C11H26EuO3S5, DFT ωB97M-V with the def2-TZVPD basis set
Eu 0.30617 -0.24202 -0.51823
C -1.32610 -1.14208 3.13128
C -2.57773 -0.84033 2.33029
S -2.44996 0.08931 0.74703
C -2.16513 1.86615 1.09806
C -1.85257 2.61543 -0.27346
S -0.10672 2.60941 -0.83179
C 0.87672 3.52240 0.37968
C 2.32669 3.08545 0.50178
S 2.58687 1.36035 1.18284
C 1.71267 1.21475 2.73934
C 1.26483 -0.21486 3.20226
S 0.25518 -1.30779 2.12180
H -1.42615 -2.09813 3.63448
H -1.08169 -0.39379 3.83039
H -3.35032 -0.38674 2.93998
H -2.88632 -1.78872 1.89836
H -1.34700 1.96925 1.79965
H -3.10812 2.24553 1.49082
H -2.24321 3.66160 -0.23712
H -2.36897 2.12697 -1.15295
H 0.38485 3.47074 1.36745
H 0.83720 4.51891 -0.00741
H 2.92316 3.77180 1.09753
H 2.81893 2.98730 -0.47313
H 0.86285 1.92222 2.75552
H 2.42969 1.50297 3.48766
H 0.74271 -0.19010 4.17835
H 2.19210 -0.79150 3.23339
C -3.93662 -2.32496 -2.92180
O -4.35867 -3.43875 -3.77125
H -4.82653 -2.10895 -2.35478
H -3.61337 -1.42898 -3.48357
H -3.06430 -2.52073 -2.23799
H -3.66028 -3.40167 -4.51627
O 3.31968 -3.43568 -1.59692
C 3.83182 -0.97965 -1.73854
S 2.53942 -2.31276 -1.80680
C 1.71578 -2.08019 -3.50468
O 0.95815 -2.45355 -1.23626
H 3.36186 -0.06811 -2.12104
H 4.61541 -1.55010 -2.14511
H 4.01487 -0.96452 -0.66158
H 2.54511 -2.26316 -4.17651
H 1.40596 -1.03473 -3.61257
H 0.92110 -2.77800 -3.76819
```



Question: What is the formula in the second record?
Answer: C11H26Cl2DyNP



Copy entry 2 word for word.
# C11H26Cl2DyNP

A structure of composition C11H26Cl2DyNP at a distorted geometry (ωB97M-V with the def2-TZVPD basis set, the OMol25 dataset).

Net charge ... -1
Molar mass ... 436.7 g/mol
Total energy ... -71737.61845 eV
HOMO-LUMO gap (alpha / beta) ... 5.415 / 5.381 eV
E_HOMO (alpha / beta) ... -2.984 / -2.948 eV
Spin multiplicity ... 6
Lowest unoccupied orbital energy (alpha / beta) ... 2.431 / 2.433 eV
<S²> ... 9.34

The geometry in XYZ format:
```
42
C11H26Cl2DyNP, DFT ωB97M-V with the def2-TZVPD basis set
Dy -1.31607 -2.98738 2.90347
Cl -1.11866 -0.61081 2.17373
Cl 0.77109 -4.26428 2.67330
H -2.30738 -3.78240 1.48873
H -3.28392 -2.61719 2.98161
P 0.41575 1.08484 -0.97831
C -0.06599 2.77018 -0.31747
C 2.20585 1.26806 -1.49727
C -0.57720 0.99305 -2.55924
C -0.04301 2.74370 1.21680
H -1.11831 2.85010 -0.64382
C 0.70671 3.97206 -0.86159
H 1.75340 3.97465 -0.52992
H 0.23195 4.87884 -0.46200
H 0.67989 4.04450 -1.95467
H -0.64391 1.91277 1.60438
H -0.45707 3.68560 1.59976
H 0.97658 2.63443 1.60980
H -1.56114 1.36090 -2.21669
C -0.74718 -0.47063 -2.99833
C -0.11028 1.88433 -3.70823
H -0.11520 2.94890 -3.44812
H -0.81506 1.75179 -4.54076
H 0.88843 1.60961 -4.07297
H -1.12095 -1.08805 -2.17244
H 0.19258 -0.90503 -3.36270
H -1.47883 -0.51659 -3.81503
C 3.08693 1.42694 -0.25082
H 2.25573 2.18343 -2.11094
C 2.67345 0.06586 -2.32563
H 2.84704 2.31625 0.34478
H 4.13733 1.51001 -0.56036
H 2.99715 0.54332 0.39729
H 2.49818 -0.87340 -1.78164
H 3.75428 0.15179 -2.50187
H 2.18740 -0.00194 -3.30622
C -3.23853 -6.41609 5.96868
C -2.74162 -5.40806 5.04754
N -2.30546 -4.59872 4.34217
H -3.14006 -7.41482 5.52729
H -4.29369 -6.22767 6.19766
H -2.66019 -6.38285 6.90005
```